C48H88F6N16P | the ωB97M-V functional and the def2-TZVPD basis

Its net charge is +6. Its expectation value of S² is 0.757. Its gap between HOMO and LUMO (alpha / beta) is 4.16 / 7.96 eV. The total energy is -100581.892 eV. The spin multiplicity is 2. Its largest force on an atom is 5.9 eV/A. Its HOMO energy (alpha / beta) is -15.508 / -19.376 eV.

Bonds (Å) are listed after each position.
Geometry (Å):
1 C 4.81 -0.49 3.68  C2 1.530, H9 1.090, H10 1.090, H11 1.090
2 C 4.64 -1.67 2.72  C1 1.530, N3 1.503, H12 1.090, H13 1.090
3 N 5.95 -2.14 2.16  C2 1.503, C4 1.418, C7 1.387
4 C 6.82 -3.09 2.76  N3 1.418, C5 1.378, H14 1.080
5 C 7.82 -3.40 1.87  C4 1.378, N6 1.363, H15 1.080
6 N 7.78 -2.45 0.89  C5 1.363, C7 1.366, C8 1.487
7 C 6.67 -1.69 1.06  N3 1.387, N6 1.366, H16 1.080
8 C 8.72 -2.53 -0.26  N6 1.487, H17 1.090, H18 1.090, H19 1.090
9 H 5.55 -0.85 4.39  C1 1.090
10 H 3.98 -0.17 4.31  C1 1.090
11 H 5.10 0.39 3.10  C1 1.090
12 H 3.85 -1.46 2.00  C2 1.090
13 H 4.30 -2.53 3.30  C2 1.090
14 H 6.57 -3.48 3.74  C4 1.080
15 H 8.56 -4.18 1.84  C5 1.080
16 H 6.29 -0.97 0.34  C7 1.080
17 H 8.92 -3.56 -0.55  C8 1.090
18 H 9.67 -2.06 0.00  C8 1.090
19 H 8.30 -1.97 -1.09  C8 1.090
20 C 0.79 0.81 -5.21  C21 1.515, H28 1.090, H29 1.090, H30 1.090
21 C 2.00 1.30 -4.45  C20 1.515, N22 1.475, H31 1.090, H32 1.090
22 N 2.82 2.30 -5.15  C21 1.475, C23 1.427, C26 1.434
23 C 3.81 1.98 -6.13  N22 1.427, C24 1.402, H33 1.080
24 C 4.49 3.17 -6.44  C23 1.402, N25 1.371, H34 1.080
25 N 3.91 4.22 -5.80  C24 1.371, C26 1.405, C27 1.456
26 C 2.88 3.73 -4.97  N22 1.434, N25 1.405, H35 1.080
27 C 4.35 5.61 -5.80  N25 1.456, H36 1.090, H37 1.090, H38 1.090
28 H 0.09 1.56 -5.59  C20 1.090
29 H 0.33 0.12 -4.50  C20 1.090
30 H 1.23 0.18 -5.98  C20 1.090
31 H 2.65 0.52 -4.05  C21 1.090
32 H 1.60 1.83 -3.59  C21 1.090
33 H 4.01 0.95 -6.37  C23 1.080
34 H 5.28 3.32 -7.17  C24 1.080
35 H 2.17 4.31 -4.42  C26 1.080
36 H 5.07 5.78 -6.60  C27 1.090
37 H 4.70 5.90 -4.80  C27 1.090
38 H 3.49 6.26 -5.90  C27 1.090
39 C -3.79 -0.42 -8.13  C40 1.499, H47 1.090, H48 1.090, H49 1.090
40 C -4.56 0.80 -7.75  C39 1.499, N41 1.402, H50 1.090, H51 1.090
41 N -3.86 1.61 -6.84  C40 1.402, C42 1.400, C45 1.330
42 C -3.01 1.31 -5.77  N41 1.400, C43 1.404, H52 1.080
43 C -2.64 2.44 -5.02  C42 1.404, N44 1.404, H53 1.080
44 N -3.36 3.48 -5.64  C43 1.404, C45 1.421, C46 1.514
45 C -4.02 2.93 -6.78  N41 1.330, N44 1.421, H54 1.080
46 C -3.28 4.93 -5.24  N44 1.514, H55 1.090, H56 1.090, H57 1.090
47 H -4.28 -0.83 -9.01  C39 1.090
48 H -3.64 -1.15 -7.34  C39 1.090
49 H -2.76 -0.22 -8.43  C39 1.090
50 H -5.59 0.70 -7.41  C40 1.090
51 H -4.66 1.42 -8.64  C40 1.090
52 H -2.69 0.28 -5.67  C42 1.080
53 H -1.94 2.65 -4.23  C43 1.080
54 H -4.74 3.49 -7.36  C45 1.080
55 H -3.08 4.94 -4.17  C46 1.090
56 H -4.21 5.44 -5.49  C46 1.090
57 H -2.42 5.43 -5.69  C46 1.090
58 C -1.03 0.75 -1.35  C59 1.510, H66 1.090, H67 1.090, H68 1.090
59 C -0.10 1.33 -0.31  C58 1.510, N60 1.422, H69 1.090, H70 1.090
60 N -0.20 0.65 0.94  C59 1.422, C61 1.415, C64 1.358
61 C 0.66 -0.41 1.32  N60 1.415, C62 1.438, H71 1.080
62 C 0.09 -1.07 2.47  C61 1.438, N63 1.407, H72 1.080
63 N -1.13 -0.43 2.74  C62 1.407, C64 1.418, C65 1.486
64 C -1.24 0.64 1.82  N60 1.358, N63 1.418, H73 1.080
65 C -2.09 -0.95 3.74  N63 1.486, H74 1.090, H75 1.090, H76 1.090
66 H -1.98 1.27 -1.25  C58 1.090
67 H -1.23 -0.32 -1.41  C58 1.090
68 H -0.58 1.08 -2.29  C58 1.090
69 H -0.16 2.41 -0.27  C59 1.090
70 H 0.91 1.14 -0.68  C59 1.090
71 H 1.60 -0.60 0.83  C61 1.080
72 H 0.48 -1.90 3.05  C62 1.080
73 H -2.09 1.27 1.63  C64 1.080
74 H -3.12 -0.75 3.44  C65 1.090
75 H -1.83 -0.49 4.69  C65 1.090
76 H -2.04 -2.04 3.78  C65 1.090
77 C -1.84 -2.69 0.32  C78 1.577, H85 1.090, H86 1.090, H87 1.090
78 C -0.74 -3.14 -0.73  C77 1.577, N79 1.442, H88 1.090, H89 1.090
79 N -0.89 -4.49 -1.19  C78 1.442, C80 1.385, C83 1.318
80 C -0.84 -5.04 -2.46  N79 1.385, C81 1.426, H90 1.080
81 C -0.82 -6.46 -2.36  C80 1.426, N82 1.392, H91 1.080
82 N -0.99 -6.75 -1.01  C81 1.392, C83 1.396, C84 1.413
83 C -0.98 -5.51 -0.35  N79 1.318, N82 1.396, H92 1.080
84 C -1.01 -8.01 -0.37  N82 1.413, H93 1.090, H94 1.090, H95 1.090
85 H -2.77 -3.06 -0.10  C77 1.090
86 H -1.96 -1.61 0.32  C77 1.090
87 H -1.61 -3.07 1.31  C77 1.090
88 H 0.29 -3.04 -0.38  C78 1.090
89 H -0.80 -2.61 -1.68  C78 1.090
90 H -0.71 -4.37 -3.30  C80 1.080
91 H -0.65 -7.31 -3.00  C81 1.080
92 H -1.04 -5.33 0.71  C83 1.080
93 H -0.02 -8.33 -0.04  C84 1.090
94 H -1.46 -8.68 -1.10  C84 1.090
95 H -1.58 -7.95 0.56  C84 1.090
96 C 2.55 3.62 2.96  C97 1.551, H104 1.090, H105 1.090, H106 1.090
97 C 1.68 2.52 3.62  C96 1.551, N98 1.440, H107 1.090, H108 1.090
98 N 0.31 2.92 3.78  C97 1.440, C99 1.417, C102 1.388
99 C -0.37 4.05 3.25  N98 1.417, C100 1.409, H109 1.080
100 C -1.62 4.05 3.90  C99 1.409, N101 1.338, H110 1.080
101 N -1.61 3.13 4.87  C100 1.338, C102 1.348, C103 1.474
102 C -0.47 2.41 4.81  N98 1.388, N101 1.348, H111 1.080
103 C -2.71 2.85 5.81  N101 1.474, H112 1.090, H113 1.090, H114 1.090
104 H 2.65 4.56 3.49  C96 1.090
105 H 2.15 3.85 1.97  C96 1.090
106 H 3.55 3.24 2.77  C96 1.090
107 H 2.09 2.31 4.61  C97 1.090
108 H 1.65 1.57 3.08  C97 1.090
109 H 0.01 4.73 2.50  C99 1.080
110 H -2.52 4.63 3.91  C100 1.080
111 H -0.15 1.65 5.50  C102 1.080
112 H -2.57 1.89 6.32  C103 1.090
113 H -3.55 2.58 5.17  C103 1.090
114 H -2.90 3.67 6.50  C103 1.090
115 C -6.16 7.92 -2.32  C116 1.527, H123 1.090, H124 1.090, H125 1.090
116 C -5.61 6.66 -2.99  C115 1.527, N117 1.452, H126 1.090, H127 1.090
117 N -5.21 5.67 -2.01  C116 1.452, C118 1.355, C121 1.399
118 C -6.06 4.87 -1.31  N117 1.355, C119 1.368, H128 1.080
119 C -5.35 4.17 -0.38  C118 1.368, N120 1.366, H129 1.080
120 N -4.02 4.51 -0.48  C119 1.366, C121 1.376, C122 1.480
121 C -3.94 5.45 -1.48  N117 1.399, N120 1.376, H130 1.080
122 C -2.96 4.07 0.45  N120 1.480, H131 1.090, H132 1.090, H133 1.090
123 H -5.39 8.56 -1.89  C115 1.090
124 H -7.04 7.76 -1.70  C115 1.090
125 H -6.63 8.49 -3.12  C115 1.090
126 H -4.68 6.85 -3.52  C116 1.090
127 H -6.36 6.17 -3.61  C116 1.090
128 H -7.12 4.90 -1.49  C118 1.080
129 H -5.69 3.46 0.36  C119 1.080
130 H -3.01 5.92 -1.73  C121 1.080
131 H -2.68 3.07 0.12  C122 1.090
132 H -3.43 3.93 1.43  C122 1.090
133 H -2.19 4.84 0.56  C122 1.090
134 C -2.25 -4.60 4.89  C135 1.554, H142 1.090, H143 1.090, H144 1.090
135 C -1.51 -3.80 6.01  C134 1.554, N136 1.434, H145 1.090, H146 1.090
136 N -0.32 -4.49 6.42  C135 1.434, C137 1.383, C140 1.328
137 C -0.25 -5.74 7.02  N136 1.383, C138 1.420, H147 1.080
138 C 1.07 -6.26 6.97  C137 1.420, N139 1.371, H148 1.080
139 N 1.78 -5.24 6.40  C138 1.371, C140 1.379, C141 1.433
140 C 0.92 -4.24 6.02  N136 1.328, N139 1.379, H149 1.080
141 C 3.18 -5.42 6.16  N139 1.433, H150 1.090, H151 1.090, H152 1.090
142 H -3.03 -3.92 4.55  C134 1.090
143 H -2.59 -5.61 5.10  C134 1.090
144 H -1.51 -4.79 4.11  C134 1.090
145 H -2.13 -3.86 6.90  C135 1.090
146 H -1.34 -2.73 5.88  C135 1.090
147 H -1.15 -6.27 7.26  C137 1.080
148 H 1.56 -7.19 7.24  C138 1.080
149 H 1.13 -3.54 5.22  C140 1.080
150 H 3.61 -4.83 5.34  C141 1.090
151 H 3.44 -6.45 5.94  C141 1.090
152 H 3.68 -5.10 7.07  C141 1.090
153 P 2.19 -4.65 2.12  F154 1.599, F155 1.703, F156 1.613, F157 1.650, F158 1.629, F159 1.611
154 F 2.18 -5.80 3.24  P153 1.599
155 F 2.32 -3.46 3.33  P153 1.703
156 F 3.79 -4.61 2.01  P153 1.613
157 F 2.00 -3.48 0.98  P153 1.650
158 F 2.06 -5.83 1.00  P153 1.629
159 F 0.59 -4.54 2.28  P153 1.611

Mulliken population analysis, charges in e, atoms 1 to 4: -1.1362 0.3715 0.3792 -0.4321